{
  "formula": "C7H8O3S",
  "method": "ωB97M-V with the def2-TZVPD basis set",
  "charge": 0,
  "lumo_energy_ev": 0.53,
  "homo_energy_ev": -8.0,
  "orbital_gap_ev": 8.57,
  "de_lowest_kj_mol": 419.28,
  "elements": ["C", "C", "C", "C", "C", "C", "C", "O", "O", "O", "S", "H", "H", "H", "H", "H", "H", "H", "H"],
  "coordinates": [[2.68312, -0.71070, -0.07777], [2.40756, -2.04668, -0.18864], [0.47684, -0.55214, -1.09558], [1.54730, 0.17641, -0.30603], [-1.68308, 0.22801, -1.71372], [-3.17648, 0.99802, 0.16668], [1.33133, 1.39436, 0.10388], [-0.80200, -0.06052, -0.80348], [2.22373, 2.17626, 0.73191], [-2.81742, 0.61509, -1.19056], [0.69401, -2.28176, -0.68583], [3.64214, -0.41650, 0.22843], [2.98562, -2.86386, -0.17351], [0.44377, -0.55986, -2.28635], [-2.88010, 1.97039, 0.46811], [-2.70144, 0.38454, 0.90230], [-4.34194, 0.88901, 0.20943], [0.28081, 1.85786, -0.00881], [2.99176, 1.60197, 0.96543]],
  "forces_ev_per_a": [[-0.74, -2.29, -0.11], [-3.43, 4.99, -0.89], [-0.25, 0.05, -2.98], [-0.19, -1.84, -1.49], [-0.22, -0.35, -1.10], [-2.01, -1.48, -0.04], [-2.23, 2.10, 0.17], [-0.46, 0.21, 2.77], [0.94, -0.45, 0.75], [-0.35, 0.87, -0.07], [0.42, -1.28, 0.53], [1.19, 0.62, 0.28], [2.24, -2.65, 0.43], [0.93, 0.60, 2.23], [0.21, 1.29, -0.58], [0.08, -0.94, 0.31], [2.38, 0.23, -0.05], [2.11, -0.53, 0.05], [-0.63, 0.83, -0.21]]
}